The following is a DFT calculation (ωB97M-V/def2-TZVPD) of a 2-piece molecular cluster, C36H43N4OS overall.

## Properties
Multiplicity: 1
ΔE to the lowest compared entry with this formula, charge and spin: 0.00 kcal per mole
Net charge: +1
Orbital gap: 6.1 eV
E_LUMO: -4.18 eV
Electronic energy: -56868.1535 eV
Max |F|: 2.24 eV/Å

Last columns: bonded neighbours and bond lengths (Å).
CARTESIAN COORDINATES (ANGSTROEM)
1 C -2.65687 -4.05211 -4.20417  N2 1.445, H27 1.092, H28 1.097, H29 1.097
2 N -1.95709 -2.92942 -3.62187  C1 1.445, C3 1.366, C24 1.458
3 C -1.73694 -1.78095 -4.32718  N2 1.366, O4 1.228, C5 1.530
4 O -2.04067 -1.59633 -5.50306  C3 1.228
5 C -1.03004 -0.80264 -3.38661  C3 1.530, C6 1.530, N13 1.465, H30 1.105
6 C -1.84947 0.46509 -3.13659  C5 1.530, C7 1.512, H31 1.102, H32 1.101
7 C -2.04039 1.28464 -4.39334  C6 1.512, C8 1.399, C12 1.398
8 C -3.32782 1.57651 -4.85568  C7 1.399, C9 1.397, H33 1.093
9 C -3.49518 2.21717 -6.08590  C8 1.397, C10 1.402, H34 1.092
10 C -2.37368 2.61236 -6.82812  C9 1.402, C11 1.402, H35 1.091
11 C -1.08505 2.37924 -6.32856  C10 1.402, C12 1.399, H36 1.092
12 C -0.92008 1.72524 -5.10340  C7 1.398, C11 1.399, H37 1.094
13 N -0.82651 -1.60593 -2.17847  C5 1.465, C14 1.351, C24 1.477
14 C -0.19274 -1.07597 -1.11012  N13 1.351, C15 1.392, H38 1.092
15 C -0.01142 -1.72884 0.10605  C14 1.392, C16 1.392, H39 1.087
16 C 0.68850 -1.27065 1.21878  C15 1.392, C17 1.442, H40 1.094
17 C 0.79242 -2.08943 2.40073  C16 1.442, C18 1.419, C23 1.433
18 C 1.38994 -1.59054 3.58761  C17 1.419, C19 1.390, H41 1.093
19 C 1.51854 -2.36972 4.73174  C18 1.390, C20 1.403, H42 1.090
20 C 1.03992 -3.68788 4.76293  C19 1.403, C21 1.498, C22 1.400
21 C 1.18560 -4.51829 6.00070  C20 1.498, H43 1.094, H44 1.098, H45 1.097
22 C 0.43114 -4.20642 3.61342  C20 1.400, C23 1.388, H46 1.092
23 C 0.31814 -3.44044 2.46143  C17 1.433, C22 1.388, H47 1.093
24 C -1.45277 -2.94187 -2.25352  N2 1.458, N13 1.477, C25 1.536, C26 1.535
25 C -2.62986 -3.10086 -1.27951  C24 1.536, H48 1.099, H49 1.098, H50 1.092
26 C -0.44606 -4.08939 -2.09305  C24 1.535, H51 1.098, H52 1.092, H53 1.098
27 H -2.96166 -3.78575 -5.21885  C1 1.092
28 H -2.01180 -4.93871 -4.23435  C1 1.097
29 H -3.54432 -4.30985 -3.61292  C1 1.097
30 H -0.05386 -0.53696 -3.83222  C5 1.105
31 H -2.82935 0.16771 -2.72895  C6 1.102
32 H -1.33032 1.05942 -2.36845  C6 1.101
33 H -4.18511 1.25987 -4.25638  C8 1.093
34 H -4.50374 2.39849 -6.46337  C9 1.092
35 H -2.50364 3.10278 -7.79437  C10 1.091
36 H -0.20319 2.69227 -6.89132  C11 1.092
37 H 0.07525 1.52162 -4.69882  C12 1.094
38 H 0.18543 -0.06000 -1.24345  C14 1.092
39 H -0.46456 -2.71353 0.19096  C15 1.087
40 H 1.24856 -0.33264 1.16168  C16 1.094
41 H 1.73643 -0.55450 3.57031  C18 1.093
42 H 1.99553 -1.95089 5.61769  C19 1.090
43 H 0.71833 -5.49927 5.87055  C21 1.094
44 H 2.24161 -4.67663 6.25559  C21 1.098
45 H 0.71999 -4.02739 6.86448  C21 1.097
46 H 0.04771 -5.22923 3.62706  C22 1.092
47 H -0.14231 -3.91249 1.58933  C23 1.093
48 H -3.41399 -2.37001 -1.52288  C25 1.099
49 H -3.03797 -4.11604 -1.37299  C25 1.098
50 H -2.31879 -2.94346 -0.24469  C25 1.092
51 H 0.26939 -4.05815 -2.92588  C26 1.098
52 H 0.10623 -4.01123 -1.15459  C26 1.092
53 H -0.98510 -5.04589 -2.11089  C26 1.098
54 C 4.38729 -0.10695 1.70639  C55 1.517, H70 1.099, H71 1.092, H72 1.095
55 C 4.03307 1.21130 1.04506  C54 1.517, C56 1.532, C57 1.531, H73 1.103
56 C 5.30178 2.03909 0.81466  C55 1.532, H74 1.099, H75 1.095, H76 1.096
57 C 2.97512 1.95084 1.86812  C55 1.531, C58 1.503, N69 1.474, H77 1.108
58 C 2.82277 3.37733 1.42038  C57 1.503, C59 1.501, H78 1.090, H79 1.097
59 C 1.76069 4.12540 2.17276  C58 1.501, N60 1.465, H80 1.101, H81 1.092
60 N 0.59779 3.25664 2.37172  C59 1.465, C61 1.401, C68 1.369
61 C -0.65520 3.77653 2.71999  N60 1.401, C62 1.394, C66 1.396
62 C -1.61178 2.76888 2.83623  C61 1.394, C63 1.394, S67 1.748
63 C -2.93793 3.10512 3.10464  C62 1.394, C64 1.405, H82 1.086
64 C -3.30281 4.45835 3.20126  C63 1.405, C65 1.404, H83 1.090
65 C -2.33730 5.46809 3.05728  C64 1.404, C66 1.403, H84 1.094
66 C -0.99497 5.12615 2.83210  C61 1.396, C65 1.403, H85 1.091
67 S -0.92363 1.18668 2.55477  C62 1.748, C68 1.759
68 C 0.64953 1.89772 2.21563  N60 1.369, S67 1.759, N69 1.307
69 N 1.69833 1.21457 1.84085  C57 1.474, C68 1.307
70 H 4.84696 0.06823 2.68954  C54 1.099
71 H 3.50652 -0.73824 1.84372  C54 1.092
72 H 5.10278 -0.64764 1.07820  C54 1.095
73 H 3.57738 1.02835 0.05724  C55 1.103
74 H 5.76421 2.34220 1.76471  C56 1.099
75 H 6.03778 1.44181 0.26618  C56 1.095
76 H 5.11480 2.93841 0.21763  C56 1.096
77 H 3.33991 1.97413 2.91396  C57 1.108
78 H 3.76398 3.90587 1.56863  C58 1.090
79 H 2.60705 3.39773 0.34464  C58 1.097
80 H 2.13134 4.47881 3.14749  C59 1.101
81 H 1.45367 5.01267 1.61427  C59 1.092
82 H -3.65220 2.29593 3.22426  C63 1.086
83 H -4.34381 4.72367 3.38848  C64 1.090
84 H -2.63567 6.51858 3.12233  C65 1.094
85 H -0.22375 5.89166 2.73038  C66 1.091